{
  "formula": "C28H36Cl3MnN6OS2",
  "method": "ωB97M-V with the def2-TZVPD basis set",
  "relative_energy_kcal_mol": 98.1,
  "energy_ha": -4819.2448,
  "spin_multiplicity": 4,
  "orbital_gap_ev": [4.1, 4.1],
  "s2": 3.781,
  "charge": 3,
  "species": ["Mn", "N", "C", "C", "N", "C", "C", "N", "C", "C", "N", "H", "H", "H", "H", "H", "H", "H", "H", "H", "H", "H", "H", "H", "H", "H", "H", "H", "H", "Cl", "C", "C", "C", "C", "C", "C", "N", "C", "C", "N", "C", "O", "C", "C", "C", "Cl", "S", "C", "C", "C", "Cl", "C", "H", "H", "H", "H", "H", "H", "H", "H", "H", "H", "H", "H", "H", "S", "C", "C", "C", "C", "C", "C", "H", "H", "H", "H", "H"],
  "xyz": [[0.48218, -0.64891, 0.20561], [1.27908, -0.44634, -1.68985], [0.47154, 0.57499, -2.40128], [-0.99257, 0.20271, -2.34569], [-1.55961, 0.19848, -0.95072], [-2.05177, 1.47849, -0.57943], [-1.80186, 0.88896, 2.00750], [-0.76317, -0.10947, 1.99148], [-2.58302, -0.88587, -0.81433], [-2.09745, -2.15813, -0.11350], [-0.65207, -2.41253, -0.31696], [2.24231, -0.13138, -1.58896], [1.32791, -1.28755, -2.26180], [0.77631, 0.67209, -3.44514], [0.64201, 1.54250, -1.92792], [-1.11795, -0.80645, -2.73633], [-1.58383, 0.85515, -2.99369], [-3.14121, 1.52584, -0.53417], [-1.66316, 2.27318, -1.21569], [-2.78150, 0.45245, 1.81904], [-1.83777, 1.46666, 2.93475], [-1.12923, -0.94531, 2.44334], [0.05463, 0.20065, 2.53075], [-2.95273, -1.12947, -1.81145], [-3.44742, -0.50858, -0.26625], [-2.70522, -2.99142, -0.46931], [-2.26837, -2.09858, 0.96055], [-0.49487, -2.77780, -1.25419], [-0.38775, -3.18634, 0.29174], [-7.54881, 1.25634, 3.14706], [-6.20731, 2.31818, 3.25910], [-6.18031, 3.48555, 2.49618], [-5.09800, 4.33601, 2.60693], [-4.02933, 4.06872, 3.46727], [-2.82429, 4.98610, 3.54867], [-2.31098, 5.37674, 2.12819], [-1.80743, 4.11873, 1.50468], [-0.42106, 3.85032, 1.28157], [-0.28872, 2.58304, 0.91945], [-1.62010, 1.97387, 0.88111], [-2.49633, 3.06415, 1.25059], [-2.88030, 6.08000, 4.39273], [-3.87623, 7.11191, 4.23718], [-5.28980, 6.67449, 4.46984], [-5.72477, 5.86609, 5.48230], [-4.77111, 5.13729, 6.70720], [-7.40966, 5.57331, 5.42358], [-7.57440, 6.57214, 4.04444], [-6.38050, 7.08917, 3.64918], [-4.08235, 2.88300, 4.20149], [-2.78246, 2.42624, 5.27103], [-5.15991, 2.01012, 4.11406], [-7.01118, 3.72631, 1.84729], [-5.10881, 5.25100, 2.02780], [-2.00293, 4.39703, 3.96789], [-1.44655, 6.02777, 2.23935], [-3.03025, 5.82572, 1.44592], [0.31576, 4.62376, 1.43383], [0.59159, 1.97202, 0.73585], [-3.57451, 2.97103, 1.29407], [-3.78944, 7.58122, 3.25085], [-3.56145, 7.84758, 4.97622], [-8.55051, 6.75099, 3.62257], [-6.27668, 7.77449, 2.81800], [-5.19438, 1.11890, 4.72540], [2.12058, 0.28970, 1.36825], [3.06545, 1.72213, 0.86926], [3.84910, 2.32309, 1.85170], [4.59475, 3.45201, 1.54550], [4.56488, 3.99632, 0.26838], [3.78842, 3.39993, -0.71255], [3.04160, 2.26586, -0.41341], [3.88771, 1.89826, 2.84615], [5.21400, 3.90167, 2.31021], [5.16023, 4.86838, 0.03559], [3.78016, 3.80133, -1.71767], [2.47337, 1.79437, -1.19729]]
}

{
  "formula": "C28H36Cl3N6O7SV",
  "method": "ωB97M-V with the def2-TZVPD basis set",
  "relative_energy_kcal_mol": 23.3,
  "energy_ha": -4666.1012,
  "spin_multiplicity": 3,
  "orbital_gap_ev": [6.3, 6.8],
  "s2": 2.011,
  "charge": 2,
  "species": ["V", "O", "C", "O", "C", "O", "C", "C", "O", "O", "H", "H", "H", "H", "H", "Cl", "C", "C", "C", "C", "C", "C", "N", "C", "C", "N", "C", "O", "C", "C", "C", "Cl", "S", "C", "C", "C", "Cl", "C", "H", "H", "H", "H", "H", "H", "H", "H", "H", "H", "H", "H", "H", "C", "N", "C", "N", "C", "N", "C", "N", "C", "C", "H", "H", "H", "H", "H", "H", "H", "H", "H", "H", "H", "H", "C", "C", "O", "H", "H", "H", "H", "H", "H"],
  "xyz": [[-1.58430, 1.47520, -0.37176], [-4.16054, 3.80797, 1.63032], [-3.42958, 3.32390, 0.68791], [-2.25013, 2.96529, 0.83537], [-4.09838, 3.23950, -0.66087], [-3.55548, 2.14455, -1.40003], [-4.39596, 0.94602, -1.37406], [-4.08801, 0.17636, -0.11050], [-4.88210, -0.37521, 0.57439], [-2.75069, 0.23586, 0.15588], [-3.67234, 3.88407, 2.47105], [-3.85414, 4.16387, -1.19087], [-5.17986, 3.17156, -0.56450], [-4.09420, 0.35382, -2.23699], [-5.44513, 1.21791, -1.44685], [6.87999, -6.02045, 2.87957], [5.70981, -4.75622, 2.80935], [5.67087, -3.79340, 3.80199], [4.71055, -2.79792, 3.72674], [3.79314, -2.72976, 2.68167], [2.78764, -1.60095, 2.67486], [3.10045, -0.59535, 1.56099], [1.98363, 0.34967, 1.39647], [1.86855, 1.62161, 1.91073], [0.65072, 2.07995, 1.53787], [0.01342, 1.08769, 0.79184], [0.86998, 0.06615, 0.73617], [1.45875, -2.03757, 2.47499], [0.83951, -2.52636, 3.67694], [0.51656, -1.40058, 4.60625], [1.13299, -1.15068, 5.79407], [2.38271, -2.07819, 6.51809], [0.54676, 0.25009, 6.57720], [-0.55370, 0.54576, 5.30006], [-0.46876, -0.39857, 4.32851], [3.87140, -3.71537, 1.69840], [2.77118, -3.75968, 0.33355], [4.81201, -4.72688, 1.75397], [6.37210, -3.83169, 4.62336], [4.65992, -2.05485, 4.51405], [2.86573, -1.08288, 3.63794], [3.24176, -1.10878, 0.61463], [3.99761, -0.02427, 1.78681], [2.64063, 2.06711, 2.51468], [0.17903, 3.01767, 1.77214], [0.68305, -0.90620, 0.30878], [1.48391, -3.26616, 4.15554], [-0.06697, -3.02858, 3.34440], [-1.23027, 1.38350, 5.35943], [-1.10229, -0.41804, 3.45000], [4.84407, -5.48652, 0.98603], [-1.22035, 2.73306, -3.17179], [-0.51937, 1.89168, -2.10510], [-0.31890, 0.50567, -2.72146], [0.41563, 0.57093, -3.95409], [-0.31563, 1.41274, -4.91040], [-0.47730, 2.77664, -4.39495], [0.84763, 3.35103, -4.14344], [1.58821, 2.54074, -3.16993], [0.87399, 2.49997, -1.92913], [1.72717, 1.17989, -3.70073], [-1.33190, 3.73848, -2.76055], [-2.20147, 2.29785, -3.34552], [-1.30126, 0.05676, -2.88751], [0.23335, -0.10721, -2.00333], [-1.29698, 0.97557, -5.09917], [0.23751, 1.44832, -5.84693], [0.73999, 4.36800, -3.76468], [1.40508, 3.38402, -5.07741], [0.74180, 3.50712, -1.53082], [1.41497, 1.89105, -1.20613], [2.27957, 0.56613, -2.98744], [2.28690, 1.21837, -4.63316], [-3.85607, -2.17459, -4.10323], [-3.74196, -2.46990, -2.62852], [-2.60662, -1.74864, -2.09208], [-4.76814, -2.61304, -4.50946], [-3.00462, -2.57774, -4.65051], [-3.89938, -1.09640, -4.28474], [-3.61232, -3.53710, -2.44994], [-4.64462, -2.15941, -2.09364], [-2.15048, -2.33404, -1.48078]]
}

{
  "formula": "C28H36FN6O9SScSe",
  "method": "ωB97M-V with the def2-TZVPD basis set",
  "relative_energy_kcal_mol": 18.4,
  "energy_ha": -5754.6960,
  "orbital_gap_ev": 5.4,
  "charge": -2,
  "species": ["Sc", "C", "C", "O", "C", "C", "C", "N", "N", "C", "O", "C", "C", "C", "C", "C", "C", "H", "H", "H", "H", "H", "H", "H", "H", "H", "H", "H", "H", "C", "S", "C", "O", "H", "H", "H", "H", "H", "H", "C", "N", "C", "C", "N", "C", "C", "Se", "H", "H", "H", "H", "H", "H", "H", "H", "O", "C", "C", "C", "O", "H", "H", "H", "H", "H", "H", "F", "C", "C", "N", "C", "C", "O", "O", "C", "O", "N", "C", "O", "H", "H", "H", "H"],
  "xyz": [[-0.51064, 0.61386, 0.44281], [-2.68349, 3.57627, 2.49270], [-2.46832, 2.77162, 1.24015], [-1.23414, 2.42002, 1.03554], [-3.48845, 2.50550, 0.37365], [-3.25492, 1.87747, -0.91934], [-3.98633, 2.45819, -2.10550], [-2.37567, 0.95377, -1.04543], [-1.97277, 0.65079, -2.36452], [-0.71515, 0.97599, -2.46449], [0.00738, 1.51775, -1.54546], [-0.04257, 0.69168, -3.77261], [-0.75168, 0.22832, -4.87801], [-0.09805, -0.03110, -6.07363], [1.27439, 0.16736, -6.17874], [1.98559, 0.62391, -5.07693], [1.33088, 0.88424, -3.88097], [-2.30599, 2.99828, 3.33664], [-2.10842, 4.50373, 2.43070], [-3.73623, 3.81383, 2.65674], [-4.46540, 2.92737, 0.57525], [-4.84450, 3.04244, -1.77216], [-3.31195, 3.11327, -2.66257], [-4.30683, 1.67070, -2.78771], [-1.81619, 0.06581, -4.77195], [-0.65860, -0.39766, -6.92612], [1.78619, -0.04171, -7.11141], [3.05851, 0.76864, -5.14763], [1.85716, 1.22667, -2.99924], [-3.92771, 0.03775, 4.73660], [-2.46949, 0.05903, 3.62727], [-1.09596, -0.04736, 4.66124], [-2.66340, -1.25473, 2.90962], [-3.87964, -0.89072, 5.30842], [-4.83345, 0.06989, 4.12898], [-3.88058, 0.90376, 5.40033], [-1.13950, 0.78336, 5.37190], [-0.08688, 0.07529, 3.04692], [-1.10452, -1.01471, 5.17799], [0.75749, 4.58682, -0.39220], [1.96543, 3.93413, -0.84873], [2.49976, 3.97692, -2.11607], [3.58653, 3.18226, -2.12142], [3.70636, 2.65122, -0.85465], [4.69096, 1.69097, -0.41030], [2.70151, 3.10536, -0.06099], [2.35625, 2.59733, 1.65018], [0.41410, 5.25902, -1.17842], [0.97808, 5.14723, 0.51754], [-0.01112, 3.84051, -0.17719], [2.03516, 4.53090, -2.91157], [4.25451, 2.92117, -2.92278], [5.35667, 1.46626, -1.24244], [4.18646, 0.78366, -0.07782], [5.25582, 2.09141, 0.43152], [0.09882, -0.08214, 2.07103], [2.73818, -1.34747, 1.14607], [2.43016, -1.23568, -0.31769], [3.33132, -1.92288, -1.31905], [1.45292, -0.65874, -0.74633], [3.58324, -2.00810, 1.34390], [1.83692, -1.69829, 1.64334], [2.92822, -0.35544, 1.56207], [4.24709, -2.30882, -0.87147], [3.56457, -1.23764, -2.13626], [2.75823, -2.75950, -1.72357], [1.93652, -5.30950, 3.68544], [0.84943, -5.49225, 2.90634], [0.14621, -4.44763, 2.44222], [-0.96759, -4.58500, 1.66913], [-1.58630, -3.35691, 1.15951], [-0.66016, -2.60860, 0.19576], [0.42224, -3.13393, -0.09908], [-1.17095, -1.53034, -0.24414], [-1.39502, -5.82088, 1.26407], [-2.34880, -6.03653, 0.53840], [-0.64285, -6.87882, 1.76726], [0.48091, -6.84545, 2.57903], [1.04356, -7.87313, 2.92824], [0.42386, -3.42895, 2.68138], [-1.84646, -2.69078, 1.98303], [-2.51459, -3.61836, 0.65958], [-0.95633, -7.79194, 1.47811]]
}

{
  "formula": "C28H36N4O2",
  "method": "ωB97M-V with the def2-TZVPD basis set",
  "relative_energy_kcal_mol": 190.9,
  "energy_ha": -1457.5977,
  "orbital_gap_ev": 8.4,
  "charge": 0,
  "smiles": "c1ccncc1.c1ccncc1.c1ccncc1.c1ccncc1.C1CCOC1.C1CCOC1",
  "species": ["C", "C", "C", "N", "C", "C", "H", "H", "H", "H", "H", "C", "C", "C", "N", "C", "C", "H", "H", "H", "H", "H", "C", "C", "C", "N", "C", "C", "H", "H", "H", "H", "H", "C", "C", "C", "N", "C", "C", "H", "H", "H", "H", "H", "C", "C", "C", "O", "C", "H", "H", "H", "H", "H", "H", "H", "H", "C", "C", "C", "O", "C", "H", "H", "H", "H", "H", "H", "H", "H"],
  "xyz": [[-0.28358, -3.81911, -2.93144], [-1.42321, -3.69617, -2.08152], [-1.23996, -3.35465, -0.73469], [-0.07821, -3.42469, -0.04914], [1.04189, -3.69213, -0.86672], [0.94503, -3.81719, -2.22546], [-0.30923, -4.03472, -3.98938], [-2.37304, -3.62692, -2.59086], [-2.03501, -2.94593, -0.12870], [2.06966, -3.69492, -0.53493], [1.76923, -3.90700, -2.91758], [0.19586, 0.74607, 0.10751], [-0.87956, 1.34815, 0.72266], [-1.81125, 0.52107, 1.36331], [-1.60303, -0.80798, 1.63703], [-0.56317, -1.37677, 0.94010], [0.38247, -0.66358, 0.28139], [0.91183, 1.22667, -0.54275], [-0.93416, 2.42617, 0.75862], [-2.50819, 0.89881, 2.09678], [-0.47615, -2.45103, 1.00923], [1.23352, -1.13547, -0.18705], [0.19627, -0.26192, -2.42999], [-0.14904, 0.48722, -3.57856], [-1.50304, 0.45707, -3.94903], [-2.47966, -0.10241, -3.15681], [-2.06986, -0.89387, -2.15033], [-0.75821, -0.99052, -1.74325], [1.17938, -0.11897, -2.00634], [0.48470, 1.09488, -4.20746], [-1.92304, 1.05922, -4.74113], [-2.78777, -1.52004, -1.64151], [-0.48044, -1.61669, -0.90830], [-1.06776, 6.07395, -0.55315], [-0.14636, 4.94355, -0.43851], [-0.72141, 3.69221, -0.22206], [-2.06373, 3.54690, 0.03435], [-2.89758, 4.63728, 0.07785], [-2.43948, 5.88093, -0.24205], [-0.79432, 7.08943, -0.79898], [0.87070, 5.02184, -0.79329], [-0.08237, 2.83165, -0.35419], [-3.92793, 4.39613, 0.29380], [-3.25495, 6.58822, -0.27631], [3.54008, 2.43309, -1.05709], [2.96575, 1.32308, -0.24742], [2.53666, 1.99270, 1.00504], [2.10019, 3.24537, 0.51533], [2.52747, 3.57558, -0.79931], [3.63282, 2.13069, -2.10019], [4.56822, 2.70938, -0.82318], [3.50394, 0.39228, -0.06834], [2.09348, 0.95229, -0.78572], [3.38005, 2.32496, 1.61033], [1.89352, 1.36477, 1.62164], [2.95335, 4.57662, -0.86756], [1.70827, 3.50169, -1.51456], [0.76812, -3.67211, 3.98664], [0.08012, -3.25544, 2.77729], [-1.21826, -2.59505, 3.19560], [-1.49780, -3.11455, 4.49345], [-0.37230, -3.90902, 4.91042], [1.52528, -2.94858, 4.28884], [1.34245, -4.58727, 3.84264], [-0.05033, -4.08727, 2.08508], [0.67400, -2.58883, 2.15196], [-2.01951, -2.66829, 2.46027], [-1.16896, -1.51298, 3.31721], [-0.65125, -4.94850, 4.73789], [-0.03121, -3.64935, 5.91259]]
}